# 1
ORCA calculation (wB97M-V/def2-TZVPD) on 3 unconnected molecules or ions with the total composition C54H56Br2IO6P in a non-equilibrium geometry.

Geometry as XYZ:
```
120
Properties=species:S:1:pos:R:3:forces:R:3
C -8.8990 0.2402 0.5265 0.375 0.299 0.227
C -8.2272 1.1063 -0.5448 0.164 -0.243 0.173
C -8.7082 0.7712 -1.9574 -0.144 0.281 0.120
C -8.2471 1.7156 -3.0990 0.602 -0.294 0.019
C -7.3033 2.8565 -2.6850 -0.853 -0.131 -0.263
C -6.9156 3.7223 -3.8787 0.623 0.011 0.181
C -6.0690 4.9488 -3.4947 -0.051 -0.358 -0.024
C -4.8416 4.5287 -2.6521 -0.883 0.095 -0.483
C -3.6902 5.5360 -2.8063 -0.708 -0.518 -0.136
P -2.3907 5.8417 -1.5366 0.560 0.252 -0.003
C -2.1251 7.4325 -0.4401 -0.101 -0.567 1.177
C -0.7180 7.7563 0.0089 -0.103 1.039 -0.881
O -0.1820 8.7801 -0.2684 0.080 -0.220 0.067
I 0.3952 6.4248 1.2907 -0.169 -0.244 0.135
C -1.3095 4.3409 -1.5312 -0.479 -0.341 -0.290
C -1.9038 2.9497 -1.4263 0.415 -0.485 0.508
O -3.0681 2.6463 -1.4619 -0.074 0.280 -0.308
C -0.8594 1.8545 -1.3813 -0.314 0.292 -0.130
C -0.9149 0.8810 -2.3688 0.091 -0.448 -0.182
C -0.0161 -0.1789 -2.3625 -0.113 0.313 0.298
C 0.9232 -0.2527 -1.3426 0.089 -0.284 -0.204
C 0.9836 0.7249 -0.3628 0.049 0.012 0.265
C 0.0955 1.7905 -0.3741 -0.017 0.015 -0.258
C -3.4919 5.2125 0.0101 -0.331 -0.248 0.342
Br -2.7464 3.9925 1.3308 0.049 0.194 -0.241
C -4.6818 5.6585 0.3978 0.049 0.181 0.095
C -5.5157 5.2473 1.5750 -0.007 0.020 0.194
Br -5.4692 7.1298 -0.5711 0.054 -0.098 -0.029
C -1.2207 6.7895 -2.8172 0.337 0.179 -0.570
C 0.2754 6.4097 -2.7622 0.016 -0.011 0.072
C -1.6334 6.9081 -4.2981 0.732 0.083 -0.760
C -1.3131 5.6964 -5.2158 -0.589 0.303 0.311
H -8.2880 0.2555 1.4330 -0.081 -0.029 0.022
H -9.8716 0.6453 0.8070 -0.142 -0.200 -0.158
H -8.9905 -0.8041 0.2277 -0.117 0.016 -0.104
H -8.3888 2.1538 -0.2857 -0.076 0.039 -0.123
H -7.1463 0.9509 -0.4781 0.003 0.037 -0.091
H -8.3624 -0.2413 -2.1751 -0.110 -0.055 -0.016
H -9.8007 0.7236 -1.9286 -0.005 -0.003 -0.085
H -7.6754 1.1051 -3.8071 -0.137 0.062 -0.129
H -9.0937 2.1076 -3.6645 -0.087 0.073 0.126
H -7.8151 3.4871 -1.9509 0.202 0.019 0.131
H -6.4309 2.3939 -2.2262 0.135 0.261 0.147
H -6.3012 3.1186 -4.5588 -0.182 -0.042 -0.095
H -7.8099 4.0304 -4.4242 -0.023 0.014 -0.013
H -6.6909 5.6614 -2.9490 0.080 0.110 0.032
H -5.7431 5.4343 -4.4201 0.016 0.080 0.029
H -5.1827 4.3326 -1.6417 0.255 0.128 0.103
H -4.5502 3.5549 -3.0460 0.337 0.077 0.118
H -3.1626 5.1747 -3.6917 0.344 0.246 0.228
H -4.1036 6.4980 -3.1056 0.067 0.133 0.191
H -2.6828 7.3779 0.5002 -0.007 -0.351 -0.131
H -2.5241 8.3034 -0.9547 0.249 -0.030 -0.309
H -0.4505 4.4282 -0.8713 0.007 0.059 0.042
H -0.9091 4.2827 -2.5506 0.148 0.276 0.132
H -1.6631 0.9210 -3.1513 -0.082 0.164 0.104
H -0.0757 -0.9413 -3.1268 0.072 -0.017 -0.006
H 1.6109 -1.0893 -1.3118 0.028 0.042 0.024
H 1.7219 0.6370 0.4250 -0.008 0.061 0.003
H 0.1179 2.5630 0.3857 0.086 -0.057 0.060
H -4.9664 5.3891 2.5079 0.059 0.007 -0.037
H -6.4302 5.8303 1.6431 -0.020 -0.044 -0.106
H -5.7682 4.1873 1.5141 -0.007 -0.004 -0.042
H -1.1774 7.8366 -2.5130 -0.458 -0.058 0.295
H 0.6416 6.2306 -1.7497 -0.035 0.045 0.000
H 0.8655 7.2380 -3.1621 0.012 -0.017 -0.041
H 0.5256 5.5223 -3.3455 -0.041 0.008 -0.019
H -1.0492 7.7391 -4.7163 -0.008 0.031 0.162
H -2.6603 7.2351 -4.4496 -0.064 -0.140 0.267
H -0.4011 5.8551 -5.7855 0.120 -0.115 0.097
H -2.1243 5.5662 -5.9342 0.067 -0.132 -0.042
H -1.2249 4.7738 -4.6400 0.062 -0.101 -0.150
O 3.5292 -4.1326 1.3585 -0.017 0.021 0.029
C 2.5927 -4.8991 1.2573 0.151 0.061 0.009
C 2.8155 -6.3641 1.1052 -0.070 -0.006 0.007
C 4.1160 -6.8531 1.1055 0.093 -0.076 0.019
C 4.3424 -8.2148 1.0016 -0.029 -0.020 -0.009
C 3.2702 -9.0942 0.8937 0.011 0.044 -0.002
C 1.9724 -8.6114 0.8783 0.067 -0.104 -0.010
C 1.7396 -7.2458 0.9811 0.025 0.076 0.012
C 0.3365 -6.7447 0.9505 -0.116 -0.106 -0.024
O -0.5958 -7.5041 0.7917 0.021 0.022 0.011
C 0.1135 -5.2811 1.1251 0.073 0.010 0.012
C -1.1868 -4.7917 1.1346 -0.085 0.092 0.006
C -1.4151 -3.4382 1.3186 0.040 -0.008 0.004
C -0.3452 -2.5677 1.4968 -0.025 0.010 -0.018
C 0.9526 -3.0488 1.4784 -0.068 0.113 0.002
C 1.1883 -4.4046 1.2890 -0.028 -0.067 -0.016
H 4.9448 -6.1639 1.1940 -0.050 0.062 0.016
H 5.3558 -8.5938 1.0097 0.001 0.003 0.017
H 3.4492 -10.1589 0.8214 0.003 0.000 -0.006
H 1.1334 -9.2877 0.7900 -0.054 0.065 -0.007
H -2.0124 -5.4767 0.9991 0.053 -0.067 0.001
H -2.4282 -3.0582 1.3251 0.001 0.004 0.003
H -0.5256 -1.5106 1.6440 -0.006 0.002 -0.020
H 1.7904 -2.3776 1.6109 0.055 -0.063 -0.014
O 7.3419 -7.3861 4.2130 0.025 0.012 -0.011
C 8.3318 -6.6841 4.2318 -0.127 -0.086 -0.033
C 8.2391 -5.2172 3.9892 0.068 0.003 0.031
C 6.9916 -4.6469 3.7703 -0.097 0.082 -0.038
C 6.8815 -3.2822 3.5642 0.004 0.023 -0.004
C 8.0176 -2.4800 3.5802 -0.006 -0.054 0.009
C 9.2649 -3.0440 3.7900 -0.059 0.109 -0.035
C 9.3817 -4.4137 3.9909 -0.032 -0.072 0.011
C 10.7340 -5.0036 4.1971 0.127 0.098 -0.013
O 11.7315 -4.3150 4.1510 -0.025 -0.020 0.012
C 10.8243 -6.4675 4.4650 -0.081 -0.005 -0.001
C 12.0709 -7.0362 4.6947 0.083 -0.094 0.030
C 12.1732 -8.3897 4.9674 -0.039 -0.001 -0.006
C 11.0306 -9.1818 5.0120 0.016 0.035 -0.008
C 9.7869 -8.6220 4.7743 0.058 -0.112 0.024
C 9.6786 -7.2648 4.4973 0.039 0.066 0.005
H 6.1117 -5.2760 3.7624 0.041 -0.059 0.022
H 5.9078 -2.8432 3.3901 -0.002 -0.012 -0.017
H 7.9284 -1.4126 3.4263 -0.001 0.001 -0.006
H 10.1541 -2.4288 3.7988 0.049 -0.069 0.005
H 12.9532 -6.4121 4.6606 -0.048 0.070 -0.010
H 13.1448 -8.8306 5.1483 0.000 -0.002 0.003
H 11.1127 -10.2381 5.2320 0.002 -0.001 -0.004
H 8.8938 -9.2308 4.8037 -0.048 0.067 -0.026
```
Positions in Å, forces in eV/Å.

## Properties
2S+1 ... 1
HOMO ... -8.6 eV
Net charge ... 0
SMILES string ... CCCCCCCCCP(CC(=O)I)(CC(=O)c1ccccc1)(/C(Br)=C(/C)Br)[C@@H](C)CC.O=C1c2ccccc2C(=O)c2ccccc21.O=C1c2ccccc2C(=O)c2ccccc21
Gap between HOMO and LUMO ... 7.5496 eV

Atomic partial charges in e from the Mulliken method, atoms 1 to 99:
1. C -1.44
2. C 0.06
3. C -0.61
4. C -0.94
5. C 0.28
6. C -1.30
7. C -0.88
8. C -0.27
9. C -2.01
10. P 1.74
11. C -0.80
12. C -0.23
13. O -0.46
14. I 0.03
15. C -0.90
16. C 0.21
17. O -0.47
18. C -0.05
19. C -0.28
20. C -0.88
21. C -0.37
22. C -1.02
23. C 0.05
24. C -0.64
25. Br -0.12
26. C 0.86
27. C -1.52
28. Br -0.11
29. C 0.42
30. C -1.60
31. C -1.14
32. C -1.30
33. H 0.38
34. H 0.33
35. H 0.35
36. H 0.22
37. H 0.18
38. H 0.29
39. H 0.27
40. H 0.30
41. H 0.34
42. H 0.26
43. H 0.14
44. H 0.40
45. H 0.43
46. H 0.23
47. H 0.37
48. H 0.37
49. H 0.56
50. H 0.48
51. H 0.72
52. H 0.72
53. H 0.58
54. H 0.25
55. H 0.55
56. H 0.40
57. H 0.41
58. H 0.46
59. H 0.42
60. H 0.46
61. H 0.36
62. H 0.43
63. H 0.37
64. H 0.59
65. H 0.23
66. H 0.40
67. H 0.43
68. H 0.56
69. H 0.43
70. H 0.31
71. H 0.32
72. H 0.38
73. O -0.69
74. C 0.48
75. C 0.22
76. C -0.48
77. C -0.56
78. C -0.51
79. C -0.60
80. C 0.30
81. C 0.59
82. O -0.66
83. C 0.18
84. C -0.60
85. C -0.62
86. C -0.41
87. C -0.65
88. C 0.28
89. H 0.52
90. H 0.42
91. H 0.41
92. H 0.48
93. H 0.48
94. H 0.42
95. H 0.46
96. H 0.55
97. O -0.68
98. C 0.54
99. C 0.24



# 2
ORCA calculation (wB97M-V/def2-TZVPD) on a molecular structure, C54H56N2NaOS2SbSi in a non-equilibrium geometry.

Geometry as XYZ:
```
118
Properties=species:S:1:pos:R:3:forces:R:3
Na -11.5235 -14.3927 -16.5029 0.030 0.107 0.509
S -11.8729 -15.6633 -18.6870 0.595 -1.118 -0.523
C -10.9463 -17.1708 -18.5031 -1.954 0.262 -2.610
N -10.7006 -17.9927 -19.6583 -0.819 0.516 -2.205
C -10.9347 -19.4740 -19.6809 1.638 0.912 1.249
C -10.6498 -19.9020 -18.2364 3.022 -2.700 -0.370
N -9.8436 -19.0004 -17.3917 -1.418 2.081 -0.443
C -8.3762 -19.0187 -17.6695 -0.443 -2.277 3.090
C -7.6109 -19.8809 -16.5554 -0.947 2.277 -0.048
C -7.0393 -21.1041 -16.6426 0.714 -5.017 -4.216
C -6.2532 -21.6610 -15.6815 1.747 1.072 4.257
C -6.0463 -20.8903 -14.4436 0.000 -1.531 -4.746
C -6.5869 -19.6146 -14.4205 4.034 -0.444 7.590
C -7.3659 -19.1751 -15.3457 -5.165 3.552 -4.179
C -10.5300 -17.6612 -17.3215 3.245 -1.398 2.191
S -10.2333 -16.7406 -15.8853 -0.495 -0.651 -0.533
C -11.0154 -17.4419 -20.9967 2.492 2.944 0.085
C -9.9320 -17.8442 -22.0236 2.183 -0.781 0.745
C -10.1677 -18.0961 -23.4141 1.777 0.858 3.598
C -9.1293 -18.3557 -24.2297 2.539 -0.854 -4.314
C -7.7921 -18.6061 -23.7961 -2.314 0.188 -0.779
C -7.6196 -18.4890 -22.4506 -0.883 0.531 -0.028
C -8.5786 -18.0768 -21.5564 -3.327 0.636 -1.509
H -10.3067 -20.1412 -20.3356 -0.061 1.611 0.115
H -11.9272 -19.6091 -20.0399 -1.241 -0.398 0.150
H -9.9224 -20.8223 -18.3296 -1.711 1.188 0.288
H -11.5514 -20.2495 -17.7779 -0.412 0.117 0.837
H -7.7643 -18.1499 -17.6840 -0.583 1.592 0.155
H -8.1968 -19.4724 -18.5742 0.286 -1.242 -2.322
H -6.9686 -22.0061 -17.5442 -1.124 3.504 1.545
H -5.6184 -22.5833 -15.8346 -1.184 1.030 0.128
H -5.1675 -21.1986 -13.9687 0.765 -0.267 1.734
H -6.2543 -18.9859 -13.3867 -1.285 -1.336 -3.019
H -8.0211 -18.2085 -15.2656 1.637 -1.535 0.028
H -11.1652 -16.2500 -20.9071 0.807 -2.659 -0.088
H -11.8844 -17.6924 -21.5217 -2.234 -1.010 0.142
H -11.0905 -17.9259 -23.7917 -2.862 0.366 -1.141
H -9.2613 -18.3536 -25.4159 -0.098 -0.189 2.669
H -7.0053 -18.8827 -24.5037 -0.291 0.182 0.384
H -6.6964 -18.5616 -22.0463 3.085 -0.615 1.076
H -8.3528 -17.8477 -20.5366 0.141 -0.187 0.420
C -8.7986 -10.4806 -19.6823 -0.710 -3.564 -5.981
C -9.0260 -10.3388 -21.2897 -4.279 -5.100 4.133
C -8.5607 -9.3173 -21.8873 4.399 8.482 -5.242
C -8.8002 -9.0292 -23.2933 -4.147 -7.164 0.281
C -9.6593 -10.0537 -24.0250 2.892 2.070 0.673
C -10.2857 -11.1988 -23.3545 2.608 4.004 -0.928
C -9.9256 -11.3822 -22.0012 0.913 1.039 0.410
Sb -10.2501 -13.2496 -20.8493 -1.196 0.079 -0.800
C -11.7159 -13.8710 -22.4234 -0.376 1.239 2.512
C -11.6162 -15.0453 -23.1261 2.898 1.117 -1.064
C -12.5280 -15.3774 -24.1293 1.319 -0.608 0.924
C -13.7058 -14.6136 -24.1556 -0.416 -1.949 -1.322
C -13.8266 -13.4080 -23.3984 0.081 -3.199 -0.475
C -12.8661 -13.0647 -22.4406 0.197 -0.352 -0.770
C -13.1618 -11.8520 -21.5888 -2.399 -2.792 -7.261
C -8.5802 -14.2333 -21.7018 0.815 -2.087 -1.603
C -8.4730 -14.3202 -23.1204 0.689 1.868 -0.171
C -7.3545 -14.8833 -23.8229 -0.802 -1.448 3.631
C -6.3669 -15.5083 -22.9564 0.132 -0.027 -2.901
C -6.3874 -15.4292 -21.6005 -0.894 -0.004 -1.613
C -7.6304 -15.0320 -20.9483 3.243 1.156 -0.668
C -7.6355 -15.3186 -19.6198 -1.662 -0.094 1.829
H -7.8115 -10.7098 -19.6216 3.437 -0.906 -0.073
H -9.2119 -11.4463 -19.5081 -0.706 -0.337 1.108
H -8.8272 -9.8695 -18.8982 -1.628 3.544 2.517
H -7.7239 -8.4158 -21.5220 -2.633 -2.951 0.006
H -8.3191 -8.3902 -23.9020 1.708 2.571 -1.422
H -9.6711 -10.1789 -25.2535 -0.044 1.150 3.244
H -10.7978 -11.3455 -24.3207 -1.231 -2.986 1.761
H -10.5233 -15.3768 -23.0525 -2.025 -0.761 -0.455
H -12.1383 -16.2446 -24.7491 -1.597 1.032 0.426
H -14.5297 -15.2284 -24.7566 1.232 2.442 1.094
H -14.8155 -13.0435 -23.4613 -0.802 1.206 0.248
H -14.0616 -11.9866 -21.1923 -3.995 -1.632 2.478
H -13.5927 -11.1853 -22.2982 0.989 1.854 -0.656
H -12.6403 -11.5433 -20.8679 5.010 2.684 4.995
H -9.2082 -13.6699 -23.6677 0.674 -1.020 0.226
H -7.4237 -15.2347 -24.8243 0.033 0.427 -0.861
H -5.5845 -16.1725 -23.4608 -0.840 1.322 0.722
H -5.4813 -15.8689 -21.2164 -0.403 -0.135 1.354
H -8.2800 -23.8526 -21.3538 -0.011 0.065 0.056
H -6.8591 -15.6466 -18.9028 -0.264 0.096 -1.165
H -8.6396 -15.2976 -19.2374 -0.336 0.164 1.015
C -12.3208 -11.4874 -17.1579 -3.592 -1.007 5.083
O -12.1612 -12.2736 -15.8513 0.777 1.522 -0.339
C -11.2336 -11.6931 -14.8803 -1.134 -0.122 1.000
C -11.8230 -10.7554 -13.7821 1.597 -0.855 -1.323
H -13.2588 -12.0578 -17.3076 0.588 0.550 -2.003
H -11.4417 -11.5356 -17.6782 1.865 -0.340 -1.892
H -12.6238 -10.4655 -16.8735 0.424 -0.208 -0.300
H -12.8983 -10.9666 -13.6223 0.549 0.229 0.390
H -11.6239 -9.7228 -14.1112 -0.736 0.173 0.363
H -11.1295 -10.9094 -12.9056 -1.195 0.152 -0.280
C -6.6921 -14.4598 -11.8609 -0.178 0.058 -0.684
C -7.3644 -15.2719 -12.7536 -0.833 2.474 -0.791
C -8.3178 -14.6431 -13.5884 0.027 -0.983 -0.135
C -8.6031 -13.2913 -13.5682 0.758 0.750 1.414
C -7.8692 -12.5551 -12.6014 -0.493 0.386 -1.432
C -6.9005 -13.1028 -11.8068 0.626 1.251 0.904
Si -9.6391 -12.4014 -14.8824 0.417 -0.455 -2.576
C -8.4235 -11.2170 -15.8928 3.301 1.323 0.320
C -7.2428 -11.7924 -16.5916 -2.677 3.216 0.809
C -6.2734 -11.0152 -17.2658 -2.738 0.431 2.775
C -6.2889 -9.6450 -17.0474 -1.028 -0.850 0.333
C -7.3091 -9.0556 -16.3208 0.222 0.964 -0.745
C -8.3731 -9.7557 -15.7923 -0.701 -1.447 0.567
H -5.8472 -14.7028 -11.3191 1.550 -1.527 1.036
H -7.0324 -16.1960 -13.1185 0.348 -1.589 0.398
H -8.7655 -15.2672 -14.3484 -0.108 -0.034 -0.138
H -7.9521 -11.4988 -12.7095 -0.011 0.899 0.400
H -6.1526 -12.4640 -11.2136 -1.496 -0.906 -0.785
H -9.6558 -13.5144 -15.9649 0.107 0.455 0.515
H -7.2781 -12.8317 -16.5575 0.523 -1.812 -0.474
H -5.5705 -11.5347 -17.7761 2.366 -1.149 -1.662
H -5.5935 -8.9356 -17.3671 1.464 0.449 -1.014
H -7.2221 -7.9471 -16.3359 -0.525 -0.747 0.617
H -9.1046 -9.1225 -15.2358 0.179 -1.061 -0.474
```
Positions in Å, forces in eV/Å.

## Properties
Energy relative to the best compared isomer or geometry (same formula, charge and spin) ... 1860.80 kJ/mol
2S+1 ... 1
HOMO (alpha / beta) ... -1.4 / 0.6 eV
Net charge ... -2
Gap between HOMO and LUMO (alpha / beta) ... 4.1611 / 1.8117 eV

Atomic partial charges in e from the Mulliken method, atoms 1 to 99:
1. Na 0.58
2. S -0.31
3. C -0.10
4. N 1.01
5. C -0.82
6. C -0.82
7. N 0.23
8. C -0.81
9. C 0.22
10. C -0.16
11. C -0.30
12. C -0.81
13. C 0.23
14. C -0.08
15. C -0.32
16. S -0.63
17. C -0.55
18. C 0.97
19. C -1.12
20. C -0.15
21. C -0.98
22. C -1.16
23. C -0.17
24. H 0.33
25. H 0.53
26. H 0.39
27. H 0.34
28. H 0.30
29. H 0.78
30. H 0.11
31. H 0.30
32. H 0.32
33. H 0.02
34. H -0.26
35. H -0.87
36. H 0.50
37. H 0.91
38. H 0.11
39. H 0.40
40. H 0.62
41. H 0.67
42. C -1.77
43. C -0.24
44. C 0.53
45. C -0.87
46. C -0.56
47. C -0.38
48. C 0.56
49. Sb 1.44
50. C 0.01
51. C 0.57
52. C -0.64
53. C -0.68
54. C -0.87
55. C 1.37
56. C -3.09
57. C 0.01
58. C 0.11
59. C -1.16
60. C 0.04
61. C -1.29
62. C 1.85
63. C -1.39
64. H 0.61
65. H -0.33
66. H 0.93
67. H 0.03
68. H 0.46
69. H 0.13
70. H 0.16
71. H 0.04
72. H 0.34
73. H 0.15
74. H 0.38
75. H 0.89
76. H 0.55
77. H 0.70
78. H -0.04
79. H 0.38
80. H 0.27
81. H 0.36
82. H -0.58
83. H 0.28
84. H 0.18
85. C -0.62
86. O -0.45
87. C 0.33
88. C -1.35
89. H 0.26
90. H 0.18
91. H 0.30
92. H 0.34
93. H 0.25
94. H 0.18
95. C -0.24
96. C -0.54
97. C 0.51
98. C -0.13
99. C -0.36



Q: What is the formula in the second record?
A: C54H56N2NaOS2SbSi



Q: 2S+1 of number 1 (C54H56Br2IO6P)?
A: 1



Q: Which value of 2S+1 does entry 1 give?
A: 1